(1)
{
  "formula": "C20H43InN2P3SSe",
  "method": "ωB97M-V/def2-TZVPD",
  "lumo_energy_ev": -10.3,
  "charge": 3,
  "elements": ["H", "H", "H", "H", "H", "H", "Se", "C", "H", "H", "H", "H", "H", "C", "C", "H", "H", "C", "H", "H", "H", "N", "C", "C", "C", "H", "H", "H", "H", "H", "H", "C", "H", "H", "P", "C", "H", "H", "In", "H", "C", "C", "H", "C", "H", "C", "H", "H", "H", "C", "H", "C", "P", "H", "N", "H", "S", "H", "P", "H", "H", "H", "H", "H", "C", "C", "C", "C", "C", "H", "H"],
  "coordinates": [[3.995875, 0.229811, 0.540475], [0.007165, 2.093281, 5.361872], [-1.678919, 2.196351, -2.498170], [-4.313931, -1.842830, 0.421078], [2.238975, 1.555406, 4.861174], [-1.484876, 3.760959, 0.992430], [-1.650639, -2.990283, -0.783475], [-0.617543, 3.981002, 0.353404], [-1.920491, -0.485307, -3.934117], [0.459817, 3.391416, 3.058061], [2.064984, 1.280989, -2.778188], [-0.288990, -0.765718, -4.636441], [2.073558, -0.006163, 5.696943], [4.142213, -1.537410, -0.651625], [1.609548, 0.668691, 4.968582], [-4.635219, -1.056313, -1.149713], [4.579352, 0.468304, -1.219261], [4.234055, -0.216678, -0.435199], [-3.661777, 1.634505, -1.728493], [-1.759117, -5.201490, -2.711798], [3.057570, -4.607850, -1.560761], [-0.617730, 0.350331, 4.352703], [-4.534943, -0.885653, -0.069781], [0.181808, 1.012808, 5.370811], [1.624585, 0.288371, -2.941214], [-0.827685, 1.996252, -4.053553], [-5.477990, -0.476548, 0.324190], [1.831342, 2.280412, 2.791084], [-0.068449, 0.628898, 6.364134], [4.375750, -1.984825, -1.625640], [-4.544829, 0.844291, 2.175661], [2.109892, 3.157316, -0.360518], [3.838137, -2.225248, 0.147268], [1.985865, 4.010507, 2.380641], [-0.137163, 0.294860, -2.473845], [2.005074, -4.749228, -1.808656], [2.725063, 3.967978, 0.060279], [-3.082468, -0.090275, 2.641558], [-0.737870, -0.613507, -0.075658], [-0.296431, 5.016434, 0.543288], [1.608808, -5.767274, -2.690117], [-0.710921, 1.962281, -2.960504], [1.703213, 0.022766, -4.005014], [-0.702745, -5.087954, -2.459487], [0.228339, 1.451715, 0.538159], [-0.313938, -4.063953, -1.560929], [-3.140794, 2.674918, -0.363668], [2.357992, -6.431598, -3.122631], [-0.061819, -6.726600, -3.700008], [-3.744918, 1.800717, -0.645649], [1.776759, 3.462920, -1.361735], [-0.892633, -0.806090, -3.718114], [-3.193560, 0.313294, 0.253138], [2.174742, -0.542363, 3.239694], [1.439319, 0.003841, 3.681178], [-0.925614, 3.896487, -0.698283], [-0.379785, -1.529289, 2.371741], [-2.945138, 1.655362, 2.266539], [0.712367, 2.829404, 0.720532], [0.018409, 2.726640, -2.659462], [1.336886, -3.123547, -0.537968], [-4.798880, 1.994837, -0.397813], [2.736239, 2.259520, -0.446798], [-1.620021, 0.216004, 4.426379], [0.252734, -5.934410, -3.013885], [1.048806, -3.910665, -1.235770], [-3.464721, 0.722525, 2.008335], [1.298570, 3.150883, 2.389357], [0.138825, -0.315137, 3.453016], [-0.922627, -1.836553, -3.335776], [2.182537, -0.442527, -2.343989]],
  "atomic_forces_ev_per_a": [[0.2331, -0.2617, -0.3134], [-0.0812, -0.1672, 0.0491], [0.2259, -0.0540, -0.2226], [-0.0882, 0.2236, -0.1354], [-0.0366, -0.1366, 0.1473], [0.2369, 0.1195, -0.1117], [-0.5246, 1.0530, 0.6269], [-0.4884, -0.1867, -0.1333], [0.2362, -0.1137, 0.0827], [0.1662, -0.1152, -0.2029], [-0.0731, -0.2739, -0.0547], [-0.1820, 0.1091, 0.2989], [0.0234, 0.1204, -0.2381], [-0.1442, 0.4911, 0.1790], [0.7513, 0.0693, 0.3566], [0.0361, -0.0241, 0.2816], [-0.1000, -0.2785, 0.3086], [-0.1828, -0.4292, -0.2003], [-0.1198, 0.0666, 0.2876], [0.3170, -0.0395, 0.0433], [-0.2650, -0.1367, -0.0786], [0.0959, -0.9823, -1.2256], [0.3077, -0.2566, -0.2180], [-0.2895, 0.5844, 0.6030], [0.2257, -0.0604, 0.2327], [0.0975, -0.0164, 0.2889], [0.3349, -0.0418, -0.0982], [-0.0874, 0.2170, -0.1939], [0.0027, 0.1201, -0.1734], [0.0080, 0.2254, 0.4464], [0.3349, 0.0264, 0.0407], [0.1921, -0.3056, -0.4719], [0.1458, 0.2649, -0.3463], [-0.2604, -0.2142, -0.1922], [0.6192, 0.1922, -0.9165], [-0.3131, -0.1716, -0.2109], [-0.3228, -0.2220, -0.0313], [-0.2045, 0.1612, -0.2333], [-1.2815, -2.3093, -0.6724], [0.0848, -0.3363, -0.0009], [-0.1680, 0.1822, 0.1147], [-0.1815, 0.1882, 0.2925], [0.0140, 0.1636, 0.3166], [-0.1139, 0.7262, 0.4788], [0.5581, 1.4701, 0.3492], [1.4337, -0.8592, -0.7371], [-0.2288, -0.2293, -0.1215], [-0.2340, 0.2060, 0.1218], [0.1563, 0.3183, 0.2836], [0.1564, 0.0913, -0.0930], [0.0723, -0.1212, 0.2725], [-0.3592, -0.3791, 0.3727], [-0.7632, 0.1148, 0.4202], [-0.2818, 0.0536, 0.2673], [-0.7722, -0.6942, -0.7801], [0.1276, 0.0304, 0.2717], [-0.1588, 0.4216, -1.1244], [-0.1466, -0.1802, 0.0032], [0.3313, 0.6275, 0.0358], [-0.1819, -0.2082, -0.1285], [0.0701, -0.1967, -0.0571], [0.2950, -0.0311, -0.0739], [-0.0649, 0.1811, 0.0096], [0.3138, -0.0944, 0.0104], [0.4314, 0.0927, 0.1869], [-0.5425, -0.0725, -0.3503], [0.0975, 0.0921, 0.1082], [-0.1599, -0.3122, 0.5868], [0.7219, 1.1344, 1.7579], [0.0381, 0.2533, -0.1878], [-0.0905, 0.1206, -0.2038]]
}

(2)
{
  "formula": "C11H21NO3",
  "method": "ωB97M-V/def2-TZVPD",
  "smiles": "CC(C)=O.CC(C)=O.CC(C)=O.CC#N",
  "lumo_energy_ev": 0.3,
  "elements": ["C", "H", "C", "H", "C", "H", "N", "H", "H", "H", "H", "C", "H", "H", "H", "H", "H", "H", "H", "H", "H", "O", "H", "H", "C", "H", "C", "O", "O", "H", "C", "C", "H", "C", "C", "C"],
  "coordinates": [[19.324578, -3.498268, -15.872808], [19.955301, 2.722295, -17.086542], [16.723028, -7.224396, -15.911993], [19.194914, -4.288471, -13.939219], [19.833646, 1.524116, -18.780071], [20.221524, -6.958348, -10.803480], [19.749003, -6.736795, -13.949080], [17.816855, 0.787536, -18.571057], [19.484662, -2.625836, -13.891647], [16.226060, -7.537419, -16.825135], [15.476637, -7.322838, -12.648810], [20.788773, -3.157290, -16.171257], [17.155901, -6.228967, -16.025261], [18.817139, -0.134502, -19.609503], [21.097280, -3.956247, -16.843273], [17.181898, -7.460405, -13.276917], [21.358536, -3.137218, -15.245943], [16.348324, -5.923851, -13.216426], [18.954442, -0.366534, -17.871222], [20.818869, -2.172855, -16.635250], [21.568450, 2.335728, -17.772735], [19.896041, 2.127604, -19.824136], [17.820774, -3.320979, -14.319748], [21.027788, -8.348174, -11.682480], [20.578556, 1.951250, -17.538318], [21.750344, -6.690051, -11.483471], [20.216095, -6.967454, -12.929029], [18.586008, -3.867883, -16.753845], [14.525559, -7.396782, -14.979841], [17.559789, -7.860929, -15.618410], [20.845692, -7.277764, -11.637046], [16.201302, -6.992663, -13.388223], [20.699115, 1.075791, -16.900245], [18.900555, -3.357134, -14.448147], [15.705526, -7.272697, -14.792315], [18.829772, 0.385176, -18.648048]],
  "atomic_forces_ev_per_a": [[0.4023, 0.4576, -0.1682], [0.1488, -0.0263, 0.3335], [-0.1640, -0.3669, 0.5186], [0.0076, -0.0830, -0.3081], [-0.6794, 0.0089, 0.0848], [-0.3698, -0.4755, -0.1172], [-0.1343, 0.0118, -0.2384], [0.0984, 0.2259, 0.2104], [-0.3756, 0.4786, -0.1980], [0.2315, -0.0560, -0.1217], [0.0400, -0.2334, -0.0439], [-0.9730, -0.5567, 0.2911], [-0.1865, 0.1269, 0.0563], [0.0869, -0.0195, 0.0523], [0.4694, 0.3311, -0.1186], [-0.0948, -0.0109, 0.3559], [0.2407, -0.0597, -0.1012], [0.0076, 0.0684, -0.3291], [0.2970, 0.2751, 0.2118], [0.1311, -0.0629, -0.1985], [-0.1198, 0.2544, -0.1099], [0.3207, -0.0513, 0.0833], [0.0377, 0.4577, -0.0947], [0.2105, 0.0032, 0.6048], [0.1903, -0.6130, -0.4065], [0.2408, -0.3003, -0.4314], [0.3342, 0.3093, 0.6030], [-0.0784, -0.0116, 0.1386], [-0.6178, -0.4676, -0.4217], [0.0214, -0.1439, -0.3456], [-0.2340, 0.4204, -0.4017], [0.5098, -0.2298, -0.0362], [-0.1333, 0.2705, 0.3422], [0.0861, -0.9466, 0.7544], [0.2637, 1.3642, 0.3468], [-0.2162, -0.3492, -0.7975]]
}

(3)
{
  "formula": "C2H13FeO7",
  "method": "ωB97M-V/def2-TZVPD",
  "multiplicity": 5,
  "lumo_energy_ev": [-3.8, -3.8],
  "charge": 1,
  "elements": ["H", "H", "H", "O", "O", "H", "H", "H", "C", "Fe", "O", "H", "O", "O", "O", "O", "H", "H", "H", "H", "H", "H", "C"],
  "coordinates": [[10.272841, -9.488082, 20.734004], [14.653891, -10.083433, 20.455182], [11.349776, -9.764238, 21.761540], [9.970393, -11.706940, 18.910831], [10.650922, -10.189418, 21.264500], [8.413956, -12.419217, 21.441017], [11.890735, -11.794292, 23.453800], [12.688275, -12.967133, 22.924411], [14.620528, -10.232063, 19.375877], [11.037191, -12.195541, 20.763104], [9.166018, -12.972368, 21.229666], [9.421057, -10.972006, 18.638191], [12.093505, -12.269853, 22.648228], [12.854080, -11.704358, 19.664986], [11.535505, -14.240350, 20.817000], [14.372425, -12.313509, 18.264546], [11.964107, -14.553045, 20.020294], [14.236816, -9.362941, 18.841565], [15.656993, -10.125567, 19.055730], [9.807511, -12.384637, 18.254766], [8.808867, -13.859737, 21.194325], [12.008313, -14.671491, 21.528898], [13.901358, -11.495888, 19.073948]],
  "atomic_forces_ev_per_a": [[-0.1661, 0.1865, -0.3318], [-0.3683, 0.3682, 0.0379], [0.4510, 0.1285, 0.1602], [-0.0759, -0.1080, 0.0043], [-0.3946, 0.0369, 0.3160], [-0.2479, 0.3969, 0.0869], [-0.1575, 0.2578, 0.3079], [0.4135, -0.1721, -0.0677], [1.2182, 1.4480, 0.2439], [2.2674, 0.8420, -1.4404], [-0.4457, 0.0854, 0.4660], [-0.0606, 0.3395, -0.0436], [-0.2326, 0.0597, 0.1335], [-5.9607, -0.6329, 3.8803], [-0.2911, -0.4514, -0.1275], [-0.0193, 0.6605, 0.3607], [0.3376, -0.0474, -0.6165], [-0.8695, 0.0246, 0.3592], [0.1168, -1.0287, -0.1281], [0.1475, -0.2882, -0.3195], [0.2241, -0.5389, -0.0593], [0.0888, -0.1554, 0.2779], [4.0249, -1.4116, -3.5000]]
}

| no. | E (Eh) |
| --- | --- |
| 1 | -4910.2570 |
| 2 | -712.1728 |
| 3 | -1874.1934 |